1.
Formula: C18H20FN5O2S
Source: the OMol25 dataset
Level of theory: wB97M-V/def2-TZVPD

```
47
Properties=species:S:1:pos:R:3:forces:R:3:mulliken_charge:R:1
C 1.2270 0.3584 -1.0348 0.414 -0.189 0.795 -0.291
N -3.0277 -1.4778 0.3242 -0.124 -0.319 0.189 -0.331
S -5.6103 -0.9731 0.1974 1.462 0.030 -0.147 -0.262
C 4.2142 0.8565 1.0309 2.622 1.313 0.594 0.331
H 0.1368 1.8688 -0.0138 -0.143 -0.044 0.071 0.311
H 0.7649 -1.7448 -0.9739 -0.313 -0.157 0.213 0.355
C -3.9491 -1.0832 -0.4896 -1.001 0.215 0.271 0.422
C -0.0410 0.8524 -0.3730 -0.066 -0.496 0.354 -0.337
C -2.5080 -0.9981 -2.4175 1.421 0.311 -3.342 0.235
O -4.9342 -2.2091 3.8834 0.370 0.758 -0.193 -0.630
H -1.1303 1.6479 -2.0433 0.077 -0.208 -0.028 0.344
H -2.0927 0.9987 -0.7430 -0.459 -0.276 -0.129 0.480
H 1.6831 -0.7365 1.7891 -0.438 0.227 0.172 0.292
C -0.0598 -0.8846 -2.7546 -0.065 -0.755 -0.175 -0.918
H -2.9069 -2.0760 2.3876 -0.514 0.196 -0.526 0.417
H 2.4968 -1.7312 0.6015 -0.413 -0.012 -0.340 0.313
C 5.6439 2.7433 0.4009 -1.008 0.292 -0.390 -0.617
H 0.2295 -0.1508 -3.5200 -0.136 -0.069 -0.014 0.344
N -6.7034 -1.0030 3.2850 0.476 0.176 0.075 -0.445
C 3.4931 2.3990 -0.6227 0.441 -0.083 0.420 -0.629
H 3.7701 -0.4250 2.7097 0.060 0.151 0.348 0.368
H 4.5498 -1.2233 1.4064 0.474 -0.514 -0.358 0.296
C 3.2831 1.2398 0.1023 0.356 -0.068 -0.117 0.576
C 1.0296 -0.9953 -1.7105 0.742 0.047 0.020 -0.883
N -3.7105 -0.7680 -1.8007 -1.266 1.039 1.821 -0.121
C 4.6355 3.1520 -0.5080 0.599 -1.117 1.302 0.006
C 5.4073 1.6268 1.2001 -2.282 -0.825 -1.200 -0.772
H -0.2832 0.2045 0.4908 0.196 0.256 -0.276 0.185
H -4.4619 -0.8307 -2.5020 0.568 -0.122 0.862 0.320
C -1.1978 0.8157 -1.3212 -0.338 0.098 -0.509 -0.899
O -2.7243 -1.5372 -3.5031 1.687 -0.480 -0.062 -0.721
H -6.9365 -0.9731 4.2800 0.007 0.091 -0.753 0.256
C -5.4641 -1.5116 3.0181 -1.192 -2.392 2.189 0.595
H -0.1848 -1.8756 -3.2551 -0.354 0.948 0.388 0.406
N -1.2663 -0.4588 -2.0575 -2.467 -0.526 0.468 0.430
C -3.5566 -1.7507 1.5624 -0.509 0.769 -0.113 -0.721
H -7.0315 -0.3071 2.6576 -0.591 0.669 -0.055 0.189
N 2.2622 0.3305 0.0007 0.093 -0.339 -0.269 0.503
C 3.8483 -0.4475 1.6306 -1.022 0.156 0.531 -0.741
C 2.4460 -0.7298 1.0252 0.741 -0.133 -0.730 -0.714
H 6.1170 1.2728 1.9032 0.730 -0.052 0.515 0.469
C -4.8994 -1.4728 1.7031 1.608 0.010 -0.722 0.401
H 2.7334 2.7273 -1.2275 -1.587 0.922 -1.673 0.546
H 1.9698 -1.3584 -2.1527 -0.159 0.336 -0.041 0.370
H 1.4712 1.0764 -1.8355 0.426 -0.130 0.366 0.148
H 6.5445 3.2926 0.5268 0.540 0.488 -0.062 0.446
F 4.7233 4.2701 -1.2568 0.335 -0.190 0.261 -0.324
```
Forces are in eV/Å.

Results
SMILES	NC(=O)c1cnc(NC(=O)N2CCC(N3CCc4ccc(F)cc43)CC2)s1
highest occupied orbital energy	-7.48	eV
Kohn-Sham gap	7.58	eV
charge	0


2.
Formula: C5H28NO10
Source: the OMol25 dataset
Level of theory: wB97M-V/def2-TZVPD

```
44
Properties=species:S:1:pos:R:3:forces:R:3:mulliken_charge:R:1
H -0.5506 -2.3425 0.0477 0.063 -0.415 -0.287 0.416
H -3.9651 -0.6212 1.1514 -0.753 0.152 -0.534 0.261
H -2.2351 -2.1555 -3.1998 0.109 0.686 -0.016 0.307
H 3.7886 1.9400 1.1082 -0.207 0.156 0.056 0.411
H -1.6112 -3.4223 0.1366 -0.318 -0.323 0.036 0.272
O -1.9662 -0.9983 2.7581 0.245 -0.078 1.264 -0.611
C 3.3507 0.6214 -1.0903 -0.886 0.392 -0.106 -1.358
O -0.1965 -0.0354 1.3031 1.027 0.988 0.174 -0.200
C 0.8279 -0.3077 0.4432 -3.501 0.425 -0.366 -0.152
O -0.3497 2.6648 2.2600 0.038 -0.178 -0.197 -0.649
C 2.7062 1.9477 1.0001 -1.750 0.127 0.370 -1.177
O 0.8741 -1.3276 -3.2010 0.176 -1.611 -0.616 -0.604
O -3.8179 -0.1188 0.3387 0.868 0.073 0.273 -0.573
H -1.2038 1.5327 -0.5266 1.523 0.127 -1.725 0.162
C 2.2578 1.5134 -0.4012 1.292 0.612 -1.270 0.356
H 0.0493 2.6361 -1.0468 -0.578 0.350 -0.017 0.445
H 2.2239 1.3120 1.7482 0.555 -0.448 0.164 0.179
H -0.3687 -0.5362 2.1409 0.268 -0.765 -0.773 0.452
O -2.2868 1.3601 -1.9523 -0.378 -0.119 0.282 -0.713
C 0.8694 0.8671 -0.5416 1.472 -0.748 0.415 0.284
H 2.2409 2.9079 1.2760 0.644 0.011 -0.255 0.315
O 1.3191 -1.3824 0.2704 1.061 0.400 0.046 -0.600
H -2.0006 0.5757 -2.4441 -0.078 -0.288 -0.073 0.365
H 0.7636 0.4102 -1.5265 0.101 0.050 -0.158 0.165
H -3.0114 1.0431 -1.3931 0.048 -0.040 -0.265 0.282
H -0.4215 2.2049 0.5631 1.543 0.591 -0.098 0.324
O -1.0816 -2.9492 -0.5023 0.457 0.514 0.441 -0.746
H -0.5267 3.2115 3.0142 -0.280 0.931 0.409 0.306
H 0.0837 -1.7299 -3.6288 0.185 1.167 0.477 0.318
N -0.1984 1.8895 -0.4097 -1.701 -1.025 1.993 0.105
H -2.4912 -0.6857 2.0292 -0.103 -0.308 -0.407 0.244
H 3.1410 -0.4398 -0.9695 -0.046 0.033 -0.220 0.262
H 4.3414 0.7908 -0.6955 0.156 0.279 0.266 0.414
O -1.5996 -1.5440 -2.7797 -1.236 -0.895 -0.319 -0.626
H 1.3756 -2.1615 -3.1309 0.475 0.745 0.268 0.293
H 0.3590 -3.1000 2.9490 -0.076 0.101 0.275 0.252
H -0.1872 1.8180 2.6690 0.134 -0.681 -0.040 0.255
H 3.3745 0.9173 -2.1403 0.016 -0.512 -0.061 0.323
H 2.1902 2.4237 -1.0346 0.202 -0.258 0.301 0.493
H 1.3981 -2.3738 2.1411 -0.266 0.251 -0.156 0.272
H -1.3457 -2.0926 -2.0108 0.090 0.334 0.184 0.444
H -4.6357 -0.0654 -0.1518 -0.558 -0.235 0.163 0.300
H -2.0075 -1.9553 2.8906 -0.342 0.395 -0.383 0.299
O 0.5236 -2.2429 2.5386 0.310 -0.964 0.485 -0.568
```
Forces are in eV/Å.

Results
energy relative to the best compared isomer or geometry (same formula, charge and spin)	0.0	kJ/mol
highest occupied orbital energy	-13.40	eV
Kohn-Sham gap	10.62	eV
charge	+1


3.
Formula: C5H6O3S2
Source: the OMol25 dataset
Level of theory: wB97M-V/def2-TZVPD

```
16
Properties=species:S:1:pos:R:3:forces:R:3:mulliken_charge:R:1
O 1.4199 1.7712 1.0051 1.909 0.388 -0.104 -0.138
H 0.1070 1.5257 -1.6580 0.425 -0.020 -0.121 0.306
H -3.8574 -0.7234 -0.1518 0.785 -0.236 0.903 0.262
O 3.7435 -1.0877 -0.1167 -0.363 0.416 0.508 -0.587
H 2.1750 0.2051 -2.1085 1.207 0.096 -0.339 0.386
C 2.5064 1.4108 0.7924 -1.598 1.633 1.613 0.125
O 1.6850 -1.0082 1.3342 0.488 0.300 -0.813 -0.543
S 2.4590 -0.5263 0.2081 -0.542 -1.375 -2.875 0.971
C -0.6038 0.1401 -0.3099 -1.171 -0.996 2.069 0.151
C -3.0522 -0.5756 0.6190 -0.990 -0.371 0.263 -0.702
C 0.3820 0.6470 -1.0773 -0.928 -0.256 -0.452 -0.267
C 1.6259 0.0075 -1.2285 -0.498 -1.126 2.060 -0.621
H -0.4989 -0.8257 0.2905 0.186 1.450 -1.128 0.106
H -3.5381 -0.3871 1.6181 0.538 -0.137 -1.063 0.271
S -2.1569 0.9170 0.0727 1.231 -0.926 -0.264 -0.012
H -2.3965 -1.4905 0.7107 -0.678 1.160 -0.257 0.294
```
Forces are in eV/Å.

Results
energy relative to the best compared isomer or geometry (same formula, charge and spin)	288.8	kJ/mol
highest occupied orbital energy (alpha / beta)	-8.30 / -8.24	eV
Kohn-Sham gap (alpha / beta)	6.53 / 6.70	eV
charge	0